The following is a quantum chemistry calculation of a structure of composition C24H30IrNO5 in a non-equilibrium geometry, from the OMol25 dataset.

The molar mass is 604.72 g/mol. As for the total energy: -1467.37550 Eh. The largest force on an atom is 10.03 eV/A. As for the charge: -1. The spin multiplicity is 6. The lowest unoccupied orbital energy (alpha / beta) comes out at 2.2 / 2.2 eV. The HOMO-LUMO gap (alpha / beta) comes out at 4.18 / 5.21 eV. The value obtained for the energy above the lowest of the compared OMol25 structures with the same formula, charge and spin is 4.269 eV.

Geometry as XYZ:
```
61
Properties=species:S:1:pos:R:3:forces:R:3
C -0.13730 -0.21940 -6.35400 -0.03 -0.06 -0.05
C -0.64020 -1.18000 -5.23760 -0.04 0.02 -0.15
C -0.31840 1.20280 -5.76480 0.12 0.04 -0.11
C -1.39030 1.05340 -4.69490 -0.28 -0.33 0.05
H -0.58210 1.91230 -6.54020 -0.05 0.09 -0.11
H 0.61850 1.52980 -5.31730 0.12 0.00 0.09
C -1.04110 -0.30660 -4.04740 0.08 0.03 -0.05
H 0.13540 -1.89490 -4.97230 0.08 -0.03 0.05
H -1.50030 -1.74410 -5.59220 -0.12 -0.06 -0.12
C 0.09010 -0.21140 -3.03650 -0.07 -0.14 1.23
H -1.91130 -0.71820 -3.53570 0.00 -0.03 0.09
H -2.34150 0.89300 -5.21840 -0.02 0.08 -0.06
C -1.56780 2.18100 -3.74620 -0.08 0.08 -0.24
C 1.34110 -0.38030 -6.64610 0.35 -0.26 0.33
C -1.01370 -0.37720 -7.60390 -0.22 0.31 -0.11
O -1.82080 0.44840 -7.94900 0.38 -0.42 0.12
O 2.15050 -0.92200 -5.92780 -0.40 0.33 -0.58
O 1.66120 0.24450 -7.79690 0.21 -0.05 -0.01
O -0.95710 -1.53350 -8.30950 0.06 -0.01 0.02
C 0.02900 -2.54610 -8.08690 -0.13 0.20 0.03
H 0.13880 -2.80220 -7.03770 -0.01 0.03 0.12
H 0.99030 -2.24400 -8.49730 0.07 0.05 -0.03
H -0.32630 -3.41760 -8.62680 -0.03 -0.04 -0.03
C 3.05880 0.26070 -8.13610 -0.25 -0.02 0.13
H 3.62880 0.78310 -7.37230 0.01 0.02 0.06
H 3.12180 0.78380 -9.08290 -0.01 0.04 -0.06
H 3.44120 -0.75230 -8.23280 0.00 -0.08 0.02
O -0.36370 0.20570 -1.79040 -1.80 1.47 -5.84
H 0.87790 0.45410 -3.40830 0.23 0.06 -0.14
H 0.54820 -1.20480 -2.95130 0.14 -0.24 -0.03
C -2.94900 2.54750 -3.35820 -0.07 0.04 0.08
C -0.44150 3.06440 -3.36960 0.24 -0.03 0.02
H -0.01840 3.58940 -4.23540 0.00 0.12 -0.07
H 0.38390 2.51230 -2.91360 0.02 -0.09 0.06
H -0.75210 3.80990 -2.64420 -0.07 0.14 0.08
H -2.98610 2.91680 -2.33530 -0.04 0.05 0.16
H -3.63390 1.70360 -3.44070 -0.02 -0.08 0.02
H -3.35120 3.34370 -4.00140 -0.06 0.09 -0.04
Ir 0.00000 0.00000 0.00000 1.67 -0.06 2.12
C -1.60480 -0.82670 1.64910 -5.18 -0.71 0.25
C -2.24530 -0.85250 0.38520 -0.78 -0.22 0.42
C -1.59490 -1.80370 -0.40880 -0.35 -0.96 -0.14
H -3.05130 -0.21070 0.07750 -0.11 0.05 0.01
C -0.51880 -2.32770 0.32750 -0.82 -0.92 -0.24
C -0.55240 -1.74180 1.62080 0.09 -3.70 -0.15
H 0.13320 -1.94000 2.42560 -0.46 -0.85 -0.30
H -1.85580 -0.17260 2.46440 -0.97 -0.74 -0.30
H -1.81500 -2.02130 -1.43890 0.04 0.01 -0.12
H 0.18270 -3.06760 -0.01890 0.10 -0.01 -0.01
C 1.96780 1.34250 0.56670 0.91 0.90 0.26
C 1.91750 0.22800 1.43000 2.93 0.82 0.22
C 2.12350 -0.92670 0.65050 1.10 -0.40 -0.33
H 1.74070 0.26160 2.49140 1.22 0.23 -0.27
C 2.25530 -0.53070 -0.69300 0.92 -0.01 -0.40
C 2.17870 0.87740 -0.73580 0.75 0.02 -0.31
H 2.20540 1.48550 -1.62300 -0.04 0.04 -0.14
H 1.80670 2.36470 0.85280 0.02 0.14 0.10
H 2.16500 -1.93740 1.01360 -0.05 -0.11 0.06
H 2.39050 -1.18600 -1.53670 0.01 -0.05 -0.06
N 0.00000 0.00000 3.26090 0.68 1.30 -4.83
C 0.00000 0.00000 2.00000 -0.01 3.95 9.22
```
Positions in Å, forces in eV/Å.

***

The following is a quantum chemistry calculation of an isolated molecule of C24H30N4O3, from the OMol25 dataset.

The molar mass is 422.53 g/mol. As for the total energy: -1377.28661 Eh. The largest force on an atom is 0.65 eV/A. The SMILES is CC(=O)c1ccc(N2CCN(CC(=O)Nc3ccc(N4CCOCC4)cc3)CC2)cc1. The spin multiplicity is 1. The lowest unoccupied orbital energy comes out at 0.6 eV. The HOMO-LUMO gap comes out at 7.96 eV. The value obtained for the energy above the lowest of the compared OMol25 structures with the same formula, charge and spin is 3.113 eV.

Geometry as XYZ:
```
61
Properties=species:S:1:pos:R:3:forces:R:3
C -2.99942 -2.31483 -0.93254 -0.08 -0.18 0.20
C -1.98861 -2.55077 0.16576 -0.40 -0.01 -0.20
O -2.32312 -3.02914 1.23323 0.01 0.04 0.00
C -0.59707 -2.16901 -0.11229 0.64 -0.07 0.12
C 0.38070 -2.49626 0.83104 -0.28 -0.03 -0.20
C 1.69856 -2.15667 0.65465 0.19 -0.03 0.07
C 2.11851 -1.46240 -0.49311 -0.33 -0.15 -0.10
C 1.13216 -1.13426 -1.43977 0.28 0.09 -0.07
C -0.18559 -1.47708 -1.25313 -0.20 -0.22 0.30
H -0.90075 -1.19636 -2.01028 -0.10 0.03 -0.09
H 1.41057 -0.61806 -2.34457 0.04 0.05 -0.08
N 3.42613 -1.13521 -0.70838 0.26 0.07 0.05
C 3.82263 -0.05887 -1.59450 0.01 0.13 -0.25
H 2.99377 0.64074 -1.70670 0.04 -0.06 -0.04
C 5.04458 0.68770 -1.00867 0.10 -0.09 -0.16
N 5.04864 0.77583 0.43337 -0.30 0.02 0.12
C 4.30873 1.89113 0.99266 0.18 0.17 -0.20
C 2.89311 2.08200 0.42793 0.42 -0.04 0.40
O 2.69258 2.81549 -0.52037 -0.05 0.14 -0.21
N 1.93848 1.35279 1.05652 -0.05 -0.22 0.33
C 0.56066 1.29755 0.78711 -0.35 0.10 -0.16
C -0.24670 0.55416 1.64295 0.05 0.22 -0.06
C -1.60259 0.45291 1.42799 -0.07 0.18 0.03
C -2.21730 1.10931 0.35557 0.38 0.05 0.00
C -1.39645 1.85972 -0.48936 -0.30 -0.08 0.10
C -0.03329 1.94732 -0.28608 0.24 0.08 0.01
H 0.56882 2.53932 -0.95412 0.02 0.00 -0.01
H -1.81415 2.40502 -1.32023 -0.07 0.04 -0.07
N -3.58096 0.94088 0.12245 -0.39 -0.13 -0.16
C -4.50011 1.00954 1.24543 -0.32 -0.14 0.00
H -4.06373 0.54056 2.12371 -0.04 0.03 0.00
C -5.79858 0.29059 0.88130 0.21 0.06 0.32
H -6.52683 0.38019 1.68869 0.08 -0.05 0.00
O -6.39465 0.86929 -0.25688 -0.12 0.11 0.02
C -5.51306 0.80901 -1.34981 0.28 0.13 -0.22
C -4.18385 1.51869 -1.06281 -0.26 -0.17 -0.03
H -3.52748 1.36916 -1.92104 -0.02 0.04 0.00
H -4.37165 2.59695 -0.93435 0.07 -0.01 -0.07
H -6.02440 1.29119 -2.18498 0.08 -0.05 0.00
H -5.31287 -0.24297 -1.60622 0.00 0.09 -0.01
H -5.58536 -0.77242 0.69572 -0.01 0.05 0.04
H -4.73154 2.06121 1.48273 0.03 -0.06 0.06
H -2.18062 -0.16938 2.09175 -0.06 -0.10 0.05
H 0.19417 0.03347 2.48142 0.05 -0.08 0.08
H 2.22237 0.78330 1.84137 0.11 0.14 -0.16
H 4.28628 1.78731 2.07919 0.02 0.02 -0.01
H 4.86343 2.80352 0.74540 -0.24 0.00 0.11
C 4.93638 -0.51555 1.09716 0.32 -0.24 0.04
H 5.91170 -0.77438 1.53442 -0.15 -0.14 0.09
C 4.51096 -1.61134 0.11036 0.01 0.10 0.25
H 4.22959 -2.52065 0.63821 0.08 0.02 -0.06
H 5.34881 -1.86189 -0.54912 -0.03 -0.07 0.09
H 4.21020 -0.46427 1.91400 0.01 -0.01 -0.01
H 5.96975 0.18557 -1.30982 -0.07 0.07 -0.12
H 5.06436 1.69976 -1.41350 0.05 -0.05 -0.08
H 4.08192 -0.44974 -2.58887 -0.03 0.12 -0.02
H 2.40365 -2.42148 1.42778 0.09 -0.02 0.04
H 0.06927 -3.02345 1.72093 -0.02 -0.03 0.08
H -3.12417 -1.24305 -1.07058 -0.03 0.11 -0.06
H -3.95144 -2.75292 -0.64190 -0.01 0.02 0.03
H -2.66508 -2.75876 -1.86682 0.04 -0.01 -0.13
```
Positions in Å, forces in eV/Å.